No. 1
{"formula": "C14H21CuIN5O2S", "method": "ωB97M-V/def2-TZVPD", "elements": ["I", "Cu", "S", "O", "O", "N", "N", "N", "N", "N", "C", "C", "C", "C", "C", "C", "C", "C", "C", "C", "C", "C", "C", "C", "H", "H", "H", "H", "H", "H", "H", "H", "H", "H", "H", "H", "H", "H", "H", "H", "H", "H", "H", "H", "H"], "coordinates": [[1.9260, -2.2785, -0.3044], [-0.0445, 0.3159, -0.2970], [-4.3856, 1.3093, -0.8570], [-0.2155, 3.3819, 2.1742], [0.0482, 2.1849, 0.3084], [2.9485, -1.7395, 3.2589], [4.2625, -0.4250, 1.9096], [-0.1355, -0.0608, 1.9531], [-2.0354, 0.3250, -0.6388], [3.4010, 0.4350, 3.8755], [0.5899, 1.1397, 2.4084], [3.5364, -0.5686, 3.0218], [-4.6767, -2.5603, -2.0094], [-2.4059, -2.0150, -1.3761], [-4.1720, -0.3590, -1.2781], [2.5593, 0.4044, 5.0800], [-2.8339, -0.7163, -1.0995], [-2.7243, 1.4176, -0.4817], [-5.1112, -1.2810, -1.7367], [-3.3346, -2.9247, -1.8304], [1.7834, -0.1533, -0.6522], [0.4894, 1.4161, 3.9068], [0.0925, 2.3647, 1.5831], [1.0521, 0.3316, 4.8268], [2.0972, -0.0065, -1.6834], [0.3051, -0.9183, 2.2657], [-0.5667, 1.5676, 4.1407], [-6.1462, -1.0017, -1.8773], [-3.0270, -3.9365, -2.0567], [-5.3828, -3.2957, -2.3698], [4.6780, 0.4615, 1.6795], [0.7537, -0.6591, 4.4691], [4.1762, -1.1091, 1.1698], [-2.2634, 2.3401, -0.1520], [0.5912, 0.4225, 5.8125], [2.8948, -0.4139, 5.7225], [2.7873, 1.3251, 5.6136], [1.6289, 0.9916, 2.1034], [3.8228, 1.3143, 3.6249], [2.5041, 0.3100, 0.0152], [0.9592, 2.3802, 4.1118], [3.0510, -2.4988, 2.6050], [2.4646, -1.9098, 4.1225], [-1.3671, -2.2923, -1.2383], [-1.0881, -0.0578, 2.3066]], "forces_ev_per_angstrom": [[0.0313, 0.0043, -0.0115], [-0.1584, -0.1201, 0.1032], [0.0066, -0.0083, 0.0016], [0.0562, 0.0356, -0.0107], [-0.0066, -0.0376, -0.0138], [0.0440, 0.0035, 0.0422], [-0.0364, -0.0130, 0.0217], [0.0111, -0.0022, -0.0214], [0.0478, 0.1216, -0.0365], [0.0290, 0.0215, 0.0346], [-0.0386, -0.0024, -0.0115], [-0.0062, -0.0281, -0.0489], [-0.0041, 0.0077, 0.0053], [0.0094, -0.0095, 0.0014], [0.0279, 0.0103, 0.0053], [-0.0326, 0.0180, -0.0051], [-0.0510, -0.0242, 0.0384], [-0.0228, 0.0116, -0.0632], [-0.0093, -0.0088, -0.0054], [0.0036, -0.0009, 0.0011], [0.1074, 0.0683, -0.0377], [-0.0068, -0.0126, -0.0097], [-0.0572, -0.0268, 0.0582], [-0.0105, -0.0087, 0.0029], [-0.0008, -0.0305, -0.0034], [-0.0010, 0.0036, -0.0174], [-0.0009, 0.0086, -0.0055], [-0.0021, 0.0006, -0.0002], [0.0044, -0.0009, 0.0007], [-0.0027, 0.0002, -0.0007], [-0.0101, 0.0010, -0.0127], [0.0181, 0.0025, -0.0050], [0.0449, 0.0056, 0.0210], [0.0111, -0.0064, 0.0227], [0.0031, 0.0046, 0.0004], [0.0003, -0.0017, 0.0016], [0.0101, -0.0070, 0.0040], [0.0108, 0.0052, -0.0039], [-0.0001, -0.0037, 0.0020], [-0.0034, 0.0056, -0.0153], [0.0117, -0.0048, 0.0058], [-0.0309, 0.0050, -0.0190], [-0.0004, 0.0047, -0.0119], [0.0021, 0.0030, -0.0013], [0.0017, 0.0057, -0.0024]], "charge": 1, "s2": 0.754, "spin_multiplicity": 2, "energy_ha": -3306.5401, "de_lowest_kcal_mol": 7.6, "orbital_gap_ev": [8.772, 7.874], "max_force_ha_per_bohr": 0.0044}

***

No. 2
{"formula": "C6H10O2Si", "method": "ωB97M-V/def2-TZVPD", "elements": ["Si", "O", "O", "C", "C", "C", "C", "C", "C", "H", "H", "H", "H", "H", "H", "H", "H", "H", "H"], "coordinates": [[-0.7686, -0.6622, -0.2058], [-1.3377, -1.3566, 1.1727], [3.1430, 0.3983, -0.6512], [1.0340, -0.2332, 0.0192], [1.8288, 0.1581, 1.1551], [-2.1386, 1.8415, 1.0337], [3.0546, 0.4948, 0.6789], [-1.2147, -1.4402, -1.7996], [1.8744, -0.0632, -1.0686], [4.0698, 0.7983, 1.0609], [-1.8992, -0.8703, 1.7273], [-2.2494, -1.5674, -2.1821], [1.3519, 0.1086, 2.1464], [-0.5597, -0.9820, -2.5795], [-0.8092, -2.4793, -1.6692], [-2.8343, 2.0865, 0.1742], [-1.3938, 2.5622, 1.3671], [-2.7770, 1.2827, 1.7923], [1.6255, -0.0765, -2.1717]], "forces_ev_per_angstrom": [[-0.8380, 2.8044, 2.6215], [1.2955, -1.8166, -1.4775], [-2.4749, -0.9336, -1.5897], [0.8325, 0.0791, -2.1740], [-0.8500, -0.4054, 0.6042], [-1.3718, -2.3112, -1.4664], [1.6587, 0.4684, 1.2198], [0.7382, -1.0533, -0.9415], [-0.0267, 0.5096, -0.2656], [-1.6886, -0.3452, 0.2426], [-1.0589, 1.1520, 0.9026], [0.6539, 0.5014, 0.5949], [1.0505, 0.2768, -0.3995], [-0.6409, -0.2733, 0.3876], [-0.2648, 0.5739, -0.1755], [1.1965, 0.1946, 1.0528], [-0.3043, -0.2129, -0.1006], [1.2091, 0.8626, -0.6165], [0.8838, -0.0713, 1.5808]], "energy_ha": -674.4922, "de_lowest_kcal_mol": 36.5, "orbital_gap_ev": [7.647, 7.034], "max_force_ha_per_bohr": 0.0764}

***

No. 3
{"formula": "C23H21Cl2IrN3O2", "method": "ωB97M-V/def2-TZVPD", "elements": ["Ir", "Cl", "Cl", "O", "O", "N", "N", "N", "C", "C", "C", "C", "C", "C", "C", "C", "C", "C", "C", "C", "C", "C", "C", "C", "C", "C", "C", "C", "C", "C", "C", "H", "H", "H", "H", "H", "H", "H", "H", "H", "H", "H", "H", "H", "H", "H", "H", "H", "H", "H", "H", "H"], "coordinates": [[-0.1016, -0.2685, -1.3726], [0.2559, 1.0449, -4.4007], [1.9672, -1.3297, -4.2126], [-0.7293, -2.0060, -2.1005], [0.0551, 1.7162, -1.0156], [-1.7490, 0.0532, -0.4085], [-1.9274, 1.3347, 0.1008], [1.4454, -0.7751, -0.5784], [-0.9353, 2.1019, -0.2573], [2.8512, -0.0017, 2.7350], [0.1318, 4.3399, -0.1654], [-0.9256, 3.5122, 0.1988], [1.2202, -3.3468, 0.6023], [1.8571, 0.3569, -4.7217], [-2.4681, -2.2611, -0.4353], [1.7829, -2.1728, 1.3504], [1.8446, -0.9017, 0.7478], [2.3999, 0.1919, 1.4351], [-1.5637, -2.7566, -1.4151], [-2.4598, -4.9810, -1.0629], [-2.5518, -0.8877, -0.0302], [-3.3456, -3.1626, 0.2046], [2.2464, -2.3203, 2.6483], [0.1614, 5.6582, 0.2639], [-1.6013, -4.1325, -1.7150], [-0.8625, 6.1537, 1.0574], [-1.9542, 4.0127, 0.9939], [-3.3456, -4.5010, -0.0868], [-1.9203, 5.3292, 1.4204], [2.5244, 1.5455, 0.7964], [2.7714, -1.2418, 3.3452], [1.4889, -4.2791, 1.0981], [0.9853, 6.2991, -0.0220], [3.1345, -1.3736, 4.3563], [1.5801, -3.3743, -0.4267], [3.2839, 0.8378, 3.2664], [-4.0197, -5.1743, 0.4237], [2.0341, 0.4067, -5.7888], [-2.4495, -6.0363, -1.3054], [1.6365, 2.1517, 0.9836], [-3.3369, -0.5859, 0.6563], [3.3787, 2.0784, 1.2148], [-2.7708, 3.3605, 1.2701], [-2.7207, 5.7153, 2.0380], [0.9231, 3.9396, -0.7841], [2.6400, 1.4723, -0.2834], [2.2008, -3.2977, 3.1138], [0.1316, -3.2948, 0.5599], [-0.8374, 7.1820, 1.3945], [-0.9142, -4.4941, -2.4684], [2.5872, 0.9343, -4.1677], [-4.0294, -2.7720, 0.9493]], "forces_ev_per_angstrom": [[0.3821, -0.4645, -0.1217], [-0.0127, 0.0927, -0.1742], [0.0058, 0.0059, -0.0197], [0.2201, -0.0541, 0.4056], [-0.1677, 0.0003, 0.3743], [0.1328, 0.0578, 0.1014], [0.0349, 0.0169, -0.0007], [-0.3691, 0.3140, -0.0714], [-0.0733, -0.0231, -0.1521], [-0.0101, -0.0057, 0.0177], [-0.0107, -0.0025, -0.0024], [0.0091, 0.0028, 0.0083], [0.0148, -0.0023, -0.0050], [-0.0170, -0.0302, 0.0176], [0.0909, -0.0180, 0.0606], [-0.0263, -0.0383, -0.0065], [0.2598, -0.0272, -0.0669], [0.0069, 0.0411, -0.0257], [-0.3143, 0.0965, -0.1062], [-0.0150, 0.0070, 0.0223], [-0.0719, 0.0272, -0.1683], [-0.0093, -0.0128, -0.0033], [-0.0293, 0.0090, 0.0158], [0.0013, -0.0006, -0.0039], [-0.0092, 0.0030, -0.0326], [0.0006, 0.0006, 0.0048], [0.0066, -0.0055, 0.0023], [0.0088, 0.0004, -0.0187], [-0.0019, 0.0044, -0.0048], [0.0322, 0.0017, 0.0341], [-0.0013, 0.0107, -0.0307], [0.0047, 0.0003, -0.0064], [0.0014, -0.0015, 0.0013], [-0.0016, 0.0004, 0.0020], [-0.0151, 0.0135, -0.0024], [-0.0023, -0.0040, 0.0080], [0.0014, -0.0033, -0.0039], [0.0018, 0.0085, 0.0002], [-0.0005, 0.0008, -0.0008], [-0.0076, -0.0238, -0.0117], [-0.0146, -0.0028, -0.0167], [0.0103, -0.0085, -0.0126], [0.0013, -0.0018, 0.0014], [0.0011, -0.0011, 0.0025], [-0.0026, 0.0026, -0.0055], [-0.0085, -0.0020, -0.0034], [0.0020, 0.0015, 0.0028], [-0.0377, 0.0037, -0.0132], [-0.0028, 0.0011, -0.0039], [0.0001, 0.0079, -0.0035], [-0.0044, -0.0109, 0.0172], [0.0065, 0.0123, -0.0013]], "s2": 0.765, "spin_multiplicity": 2, "energy_ha": -2228.4539, "orbital_gap_ev": [6.970, 7.138], "max_force_ha_per_bohr": 0.0119}

***

No. 4
{"formula": "C5H7NO", "method": "ωB97M-V/def2-TZVPD", "elements": ["O", "N", "C", "C", "C", "C", "C", "H", "H", "H", "H", "H", "H", "H"], "coordinates": [[0.8562, -1.0599, 0.8903], [1.2771, -1.3270, -1.3522], [1.3048, 0.3016, 0.9502], [0.4893, 1.1528, 0.3207], [-1.8246, 0.0931, 0.1051], [0.5102, -0.9172, -0.4438], [-0.4412, 0.2729, -0.5119], [-2.4032, -0.6615, -0.4340], [0.4827, 2.2387, 0.3802], [2.0298, -1.8556, -0.8975], [-2.3794, 1.0378, 0.0752], [2.3155, 0.3496, 1.3233], [-0.4837, 0.5883, -1.5573], [-1.7334, -0.2135, 1.1518]], "forces_ev_per_angstrom": [[0.9701, 0.9893, -0.1836], [-0.7292, -0.6166, -0.1479], [-0.2652, 0.0033, 1.0331], [0.1534, -0.3065, 0.2963], [-0.0757, -0.0961, -0.0156], [0.0383, -0.1029, -0.9885], [-0.0510, -0.0644, -0.1111], [0.0184, 0.0827, 0.0509], [0.3185, -0.3447, -0.3134], [-0.1969, -0.0837, -0.2935], [0.1204, -0.1615, -0.0104], [-0.2290, 0.5408, 0.6891], [-0.0446, 0.1459, 0.1608], [-0.0274, 0.0143, -0.1662]], "energy_ha": -324.6372, "de_lowest_kcal_mol": 54.7, "orbital_gap_ev": 10.364, "max_force_ha_per_bohr": 0.0272}